1.
This record from the Open Molecules 2025 dataset describes a structure of composition C20H23N3O5S at a distorted geometry. The level of theory is ωB97M-V/def2-TZVPD.

ORCA input file:
```
! RIJCOSX wB97M-V def2-TZVPD def2/J DEFGRID3
* xyz 0 1
C -0.81 3.19 1.92
H -0.08 2.73 2.60
O -0.81 2.45 0.67
C 0.22 2.01 -0.02
C 1.47 2.31 0.17
C 2.47 2.00 -0.40
C 2.25 1.12 -1.36
C 1.05 0.83 -1.98
C -0.07 1.22 -1.20
N -1.29 0.75 -1.37
C -1.86 0.24 -2.37
O -1.24 -0.24 -3.43
C -3.26 -0.50 -2.40
C -4.13 0.51 -1.24
N -3.67 0.27 -0.04
S -3.57 -1.31 0.87
O -4.15 -2.39 -0.03
O -3.93 -1.20 2.20
C -1.63 -1.40 0.59
C -1.20 -2.22 -0.24
C 0.17 -2.34 -0.57
C 0.87 -1.55 0.59
C 0.39 -0.81 1.54
C -1.03 -0.79 1.76
H -1.46 -0.11 2.13
C 1.55 -0.31 2.35
H 1.36 0.56 2.44
H 1.46 -0.60 3.33
C 2.69 -0.74 1.74
N 2.41 -1.58 0.57
C 3.26 -1.96 -0.46
O 2.86 -2.79 -1.46
C 4.73 -1.68 -0.15
H 5.28 -2.31 -0.97
H 4.81 -0.71 -0.19
H 5.07 -1.89 0.84
H 3.47 -1.25 2.11
H 3.28 0.21 1.53
H 0.65 -2.86 -1.25
H -1.92 -2.67 -0.94
H -4.10 0.76 0.90
H -4.31 1.57 -1.27
H -5.27 -0.01 -1.34
H -3.38 -1.53 -2.03
H -3.81 -0.13 -3.35
H -1.83 0.97 -0.63
H 1.00 0.05 -2.66
H 3.32 0.79 -2.09
H 3.54 2.54 -0.30
H 1.47 3.22 1.21
H -1.85 3.35 2.17
H -0.44 4.22 1.52
*
```

Output
- HOMO energy: -0.302 hartree
- Lowest unoccupied orbital energy: -0.3 eV
- Electronic energy: -46639.4577 eV
- Frontier orbital gap: 7.87 eV

Atom charges from the natural (NBO) analysis, given in e for atoms 1 to 5: number 1, C, carries -0.259; number 2, H, carries 0.195; number 3, O, carries -0.544; number 4, C, carries 0.300; number 5, C, carries -0.220



2.
This record from the Open Molecules 2025 dataset describes the molecule C20H23N3O5S at a distorted geometry. The level of theory is ωB97M-V/def2-TZVPD.

ORCA input file:
```
! RIJCOSX wB97M-V def2-TZVPD def2/J DEFGRID3
* xyz 0 1
C -3.33 0.43 3.99
C -2.22 0.82 3.06
C -1.92 2.16 2.86
C -0.90 2.54 1.99
C -0.19 1.56 1.31
C -0.50 0.21 1.49
C -1.51 -0.15 2.37
H -1.75 -1.19 2.53
N 0.22 -0.73 0.74
S 0.38 -0.39 -0.90
O 0.37 -1.63 -1.61
O 1.50 0.49 -1.08
C -1.09 0.51 -1.30
C -1.23 1.80 -1.76
O -2.53 2.03 -1.96
N -3.25 0.92 -1.66
C -2.42 0.00 -1.27
C -2.84 -1.36 -0.87
H -2.11 -2.08 -1.24
H -2.88 -1.43 0.21
H -3.82 -1.58 -1.27
C -0.25 2.86 -2.04
H 0.75 2.46 -1.93
H -0.39 3.69 -1.35
H -0.39 3.24 -3.05
C 0.27 -2.12 1.13
C 1.52 -2.83 0.60
O 1.54 -4.04 0.52
N 2.58 -2.04 0.36
H 2.43 -1.04 0.31
C 3.71 -2.53 -0.42
C 3.58 -2.12 -1.85
C 3.90 -0.95 -2.48
C 3.44 -1.09 -3.81
C 2.88 -2.33 -3.88
O 2.97 -2.95 -2.70
H 2.41 -2.86 -4.69
H 3.52 -0.37 -4.60
H 4.39 -0.10 -2.05
H 3.69 -3.62 -0.34
H 4.63 -2.13 0.02
H 0.31 -2.17 2.22
H -0.59 -2.69 0.78
H 0.61 1.82 0.65
C -0.59 3.99 1.78
H 0.35 4.11 1.25
H -0.53 4.51 2.73
H -1.39 4.46 1.20
H -2.48 2.92 3.38
H -3.40 1.12 4.82
H -4.28 0.44 3.46
H -3.18 -0.58 4.38
*
```

Output
- HOMO energy: -0.306 hartree
- Lowest unoccupied orbital energy: 0.6 eV
- Electronic energy: -46654.7738 eV
- Frontier orbital gap: 8.91 eV

Atom charges from the natural (NBO) analysis, given in e for atoms 1 to 5: number 1, C, carries -0.631; number 2, C, carries 0.033; number 3, C, carries -0.239; number 4, C, carries 0.028; number 5, C, carries -0.290



3.
This record from the Open Molecules 2025 dataset describes the molecule C20H23NO6. The level of theory is ωB97M-V/def2-TZVPD.

ORCA input file:
```
! RIJCOSX wB97M-V def2-TZVPD def2/J DEFGRID3
* xyz 0 1
C -6.77 -0.37 1.94
H -6.79 -1.27 2.56
H -6.78 0.53 2.56
H -7.64 -0.35 1.28
O -5.57 -0.44 1.19
C -5.37 0.58 0.33
O -6.15 1.49 0.20
C -4.11 0.44 -0.43
C -3.24 -0.62 -0.22
C -2.06 -0.73 -0.96
C -1.76 0.24 -1.91
C -2.62 1.30 -2.11
C -3.79 1.41 -1.38
H -4.48 2.23 -1.53
H -2.38 2.05 -2.85
H -0.85 0.16 -2.48
N -1.22 -1.81 -0.68
C 0.00 -2.10 -1.22
O 0.49 -1.53 -2.16
C 0.70 -3.23 -0.48
H 0.04 -4.10 -0.41
H 1.59 -3.50 -1.05
C 1.12 -2.77 0.93
C 1.92 -1.50 0.82
C 1.28 -0.26 0.84
C 1.99 0.90 0.63
C 3.39 0.86 0.41
C 4.03 -0.38 0.43
C 3.28 -1.54 0.62
H 3.81 -2.48 0.61
O 5.36 -0.62 0.27
C 6.28 0.43 0.05
H 6.12 0.91 -0.92
H 7.26 -0.05 0.05
H 6.24 1.18 0.83
O 4.10 2.03 0.22
C 3.77 2.77 -0.94
H 2.76 3.18 -0.89
H 4.49 3.58 -0.98
H 3.86 2.15 -1.84
O 1.43 2.15 0.64
C 0.05 2.26 0.83
H -0.16 3.33 0.78
H -0.52 1.75 0.05
H -0.25 1.88 1.81
H 0.22 -0.22 1.02
H 0.24 -2.60 1.55
H 1.72 -3.55 1.39
H -1.54 -2.41 0.07
H -3.49 -1.37 0.52
*
```

Output
- HOMO energy: -0.303 hartree
- Lowest unoccupied orbital energy: 0.4 eV
- Electronic energy: -34887.9243 eV
- Frontier orbital gap: 8.64 eV

Atom charges from the natural (NBO) analysis, given in e for atoms 1 to 5: number 1, C, carries -0.258; number 2, H, carries 0.194; number 3, H, carries 0.194; number 4, H, carries 0.196; number 5, O, carries -0.512



4.
This record from the Open Molecules 2025 dataset describes a cluster of 4 separate species, C20H23O2PS in total at a distorted geometry. The level of theory is ωB97M-V/def2-TZVPD.

ORCA input file:
```
! RIJCOSX wB97M-V def2-TZVPD def2/J DEFGRID3
* xyz 0 1
C 3.73 -3.60 -0.88
O 2.98 -2.44 -0.53
C 2.03 -2.08 -1.42
O 2.06 -1.04 -2.01
P 0.55 -3.22 -1.61
S -0.96 -2.75 -0.48
H 3.11 -4.41 -1.24
H 4.25 -3.95 -0.01
H 4.44 -3.36 -1.66
H 0.28 -3.17 -2.99
H 0.96 -4.53 -1.31
C 1.11 0.46 1.32
C 1.43 1.64 1.98
C 1.28 1.73 3.36
C 0.81 0.63 4.08
C 0.50 -0.55 3.42
C 0.64 -0.63 2.04
H 1.22 0.40 0.25
H 1.79 2.49 1.42
H 1.51 2.65 3.87
H 0.69 0.70 5.15
H 0.14 -1.40 3.98
H 0.39 -1.56 1.53
C -2.64 1.92 4.70
C -2.14 3.04 4.05
C -2.44 4.31 4.52
C -3.24 4.46 5.65
C -3.74 3.34 6.30
C -3.45 2.07 5.82
H -2.41 0.93 4.33
H -1.51 2.91 3.18
H -2.05 5.18 4.01
H -3.47 5.45 6.02
H -4.36 3.46 7.18
H -3.84 1.20 6.33
C -0.75 -1.86 -7.26
C -0.55 -0.66 -7.94
C 0.23 0.34 -7.37
C 0.81 0.14 -6.13
C 0.61 -1.06 -5.45
C -0.17 -2.05 -6.02
H -1.36 -2.63 -7.71
H -1.00 -0.51 -8.91
H 0.38 1.27 -7.90
H 1.42 0.91 -5.68
H 1.07 -1.21 -4.48
H -0.33 -2.99 -5.49
*
```

Output
- HOMO energy: -0.330 hartree
- Lowest unoccupied orbital energy: -0.1 eV
- Electronic energy: -45330.9057 eV
- Frontier orbital gap: 8.84 eV

Atom charges from the natural (NBO) analysis, given in e for atoms 1 to 5: number 1, C, carries -0.257; number 2, O, carries -0.515; number 3, C, carries 0.552; number 4, O, carries -0.506; number 5, P, carries 0.719



5.
This record from the Open Molecules 2025 dataset describes a structure of composition C20H24BBrN3O2Pd at a distorted geometry. The level of theory is ωB97M-V/def2-TZVPD.

ORCA input file:
```
! RIJCOSX wB97M-V def2-TZVPD def2/J DEFGRID3
* xyz 1 1
Pd 1.23 -0.16 -0.59
N 3.47 -0.62 -0.14
C 3.57 -0.91 1.25
C 4.72 -0.77 1.97
C 4.75 -1.12 3.34
C 3.64 -1.63 3.95
C 2.43 -1.77 3.23
C 1.25 -2.28 3.80
C 0.11 -2.35 3.06
C 0.14 -1.89 1.73
N 1.22 -1.42 1.15
C 2.39 -1.38 1.87
H 3.38 -1.50 -0.65
H 4.29 -0.16 -0.52
H 5.62 -0.42 1.49
H 5.67 -1.00 3.89
H 3.67 -1.92 4.99
H 1.26 -2.60 4.84
H -0.81 -2.74 3.46
H -0.75 -1.92 1.12
Br 1.11 6.36 -1.89
C 1.21 4.50 -1.67
C 0.58 3.66 -2.57
C 0.67 2.30 -2.36
N 1.34 1.76 -1.33
C 1.95 2.59 -0.48
C 1.91 3.96 -0.61
H 0.03 4.04 -3.42
H 0.19 1.60 -3.04
H 2.50 2.13 0.34
H 2.42 4.59 0.11
C -3.38 -2.03 -2.16
C -2.76 -1.17 -1.08
C -3.26 -1.60 0.29
O -1.31 -1.39 -1.09
B -0.71 -0.18 -0.84
O -1.59 0.87 -0.81
C -2.87 0.37 -1.32
C -3.98 1.06 -0.55
C -2.92 0.75 -2.79
H -3.27 -3.08 -1.90
H -2.89 -1.87 -3.13
H -4.44 -1.81 -2.26
H -3.00 -2.64 0.45
H -4.34 -1.50 0.36
H -2.81 -0.99 1.08
H -3.88 0.92 0.52
H -4.95 0.67 -0.87
H -3.96 2.13 -0.76
H -2.11 0.28 -3.35
H -2.83 1.83 -2.88
H -3.87 0.44 -3.24
*
```

Output
- HOMO energy: -0.428 hartree
- Lowest unoccupied orbital energy: -3.1 eV
- Electronic energy: -103891.8827 eV
- Frontier orbital gap: 8.56 eV

Atom charges from the natural (NBO) analysis, given in e for atoms 1 to 5: number 1, Pd, carries 0.492; number 2, N, carries -0.879; number 3, C, carries 0.204; number 4, C, carries -0.239; number 5, C, carries -0.180



6.
This record from the Open Molecules 2025 dataset describes a structure of composition C20H24Br48FP at a distorted geometry. The level of theory is ωB97M-V/def2-TZVPD.

ORCA input file:
```
! RIJCOSX wB97M-V def2-TZVPD def2/J DEFGRID3
* xyz 0 1
C -3.41 0.94 0.94
C -3.70 2.24 1.42
P -3.49 3.68 0.23
C -2.48 4.89 1.25
C -1.30 5.53 0.48
F -1.06 6.78 1.11
H -2.48 0.45 1.30
H -4.15 0.47 0.28
H -4.00 2.45 2.46
H -2.76 3.23 -0.91
H -2.05 4.40 2.16
H -3.16 5.70 1.56
H -0.35 4.97 0.58
H -1.52 5.78 -0.57
C -1.53 -1.57 -1.54
Br -1.88 -2.75 -0.04
Br -3.15 -0.70 -2.15
Br -0.13 -0.30 -1.13
H -1.17 -2.19 -2.35
C 3.28 0.69 0.88
Br 2.05 -0.08 2.16
Br 4.07 -0.67 -0.24
Br 2.45 2.10 -0.16
H 4.08 1.15 1.45
C 4.10 2.46 5.12
Br 2.84 1.68 6.37
Br 4.95 1.12 4.02
Br 3.27 3.83 4.03
H 4.87 2.94 5.70
C 0.65 -6.19 0.05
Br 0.61 -5.35 -1.69
Br 1.06 -4.92 1.45
Br -0.99 -7.16 0.42
H 1.45 -6.92 0.03
C -0.24 1.42 -4.71
Br -0.84 -0.29 -5.37
Br 0.09 2.69 -6.13
Br -1.48 2.12 -3.40
H 0.70 1.26 -4.20
C -1.73 -10.89 -1.95
Br 0.17 -10.69 -1.66
Br -2.65 -11.38 -0.33
Br -2.50 -9.32 -2.77
H -1.86 -11.71 -2.65
C -4.24 -2.36 -7.33
Br -5.62 -3.68 -7.66
Br -4.08 -1.94 -5.45
Br -2.54 -2.90 -8.08
H -4.54 -1.45 -7.83
C 2.34 6.97 6.85
Br 1.30 7.06 5.22
Br 1.92 5.38 7.87
Br 4.23 7.12 6.50
H 2.06 7.82 7.46
C -3.21 -1.14 4.31
Br -3.66 0.31 5.51
Br -1.48 -0.88 3.48
Br -3.33 -2.86 5.18
H -3.95 -1.13 3.51
C -1.55 9.61 6.37
Br -1.56 8.43 7.91
Br -3.18 10.65 6.26
Br 0.03 10.73 6.34
H -1.51 8.98 5.49
C 5.13 -4.98 2.22
Br 6.78 -4.80 3.21
Br 4.20 -3.29 2.04
Br 5.41 -5.82 0.49
H 4.48 -5.64 2.79
C 2.69 6.39 -6.35
Br 4.38 6.01 -7.19
Br 1.20 6.01 -7.53
Br 2.51 5.48 -4.65
H 2.67 7.45 -6.14
C -4.64 -5.14 -2.94
Br -2.95 -5.56 -3.80
Br -6.14 -5.50 -4.11
Br -4.82 -6.02 -1.23
H -4.64 -4.07 -2.75
C 8.73 -7.83 -0.71
Br 7.65 -7.70 -2.31
Br 8.28 -9.40 0.33
Br 10.62 -7.76 -1.12
H 8.50 -6.97 -0.10
C 1.10 8.71 -10.73
Br 0.76 9.82 -12.28
Br 2.94 8.09 -10.68
Br 0.61 9.60 -9.08
H 0.48 7.83 -10.82
C -3.67 -6.37 8.07
Br -2.03 -6.18 9.08
Br -4.65 -4.71 7.96
Br -3.36 -7.13 6.32
H -4.30 -7.07 8.61
*
```

Output
- HOMO energy: -0.260 hartree
- Lowest unoccupied orbital energy: -0.6 eV
- Electronic energy: -3395165.2348 eV
- Frontier orbital gap: 6.49 eV

Atom charges from the Mulliken analysis, given in e for atoms 1 to 5: number 1, C, carries -0.328; number 2, C, carries -0.388; number 3, P, carries -0.102; number 4, C, carries -0.535; number 5, C, carries -0.125



7.
This record from the Open Molecules 2025 dataset describes the molecule C20H24ClN3O3S. The level of theory is ωB97M-V/def2-TZVPD.

ORCA input file:
```
! RIJCOSX wB97M-V def2-TZVPD def2/J DEFGRID3
* xyz 0 1
C -5.29 -2.63 -1.23
O -4.94 -1.28 -1.01
C -4.77 -1.00 0.36
C -4.33 0.42 0.52
C -4.91 1.33 1.35
S -4.17 2.86 1.27
C -3.00 2.29 0.15
C -2.02 3.23 -0.43
O -2.34 4.39 -0.64
N -0.81 2.71 -0.85
C -0.07 3.54 -1.80
C 0.71 2.64 -2.75
C 1.65 1.75 -1.96
C 0.94 1.02 -0.83
N 1.90 0.29 -0.02
C 2.31 -0.96 -0.35
O 1.87 -1.55 -1.33
C 3.34 -1.58 0.55
C 4.21 -0.83 1.34
C 5.12 -1.49 2.15
C 5.17 -2.87 2.16
Cl 6.33 -3.68 3.18
C 4.31 -3.64 1.37
N 4.34 -5.01 1.41
C 3.40 -2.96 0.56
C 0.13 1.99 0.05
C -0.47 1.30 1.26
C -3.23 0.98 -0.18
H -5.39 -2.77 -2.30
H -4.51 -3.31 -0.85
H -6.23 -2.88 -0.74
H -5.70 -1.17 0.91
H -4.01 -1.68 0.78
H -5.76 1.17 2.00
H -0.79 4.16 -2.33
H 0.60 4.22 -1.27
H 0.00 2.04 -3.32
H 1.27 3.25 -3.46
H 2.13 1.00 -2.61
H 2.45 2.35 -1.52
H 0.24 0.28 -1.24
H 2.23 0.70 0.84
H 4.22 0.25 1.31
H 5.82 -0.93 2.76
H 3.87 -5.52 0.68
H 5.12 -5.47 1.84
H 2.73 -3.51 -0.08
H 0.83 2.75 0.43
H 0.34 0.98 1.92
H -1.11 1.97 1.83
H -1.05 0.41 1.00
H -2.64 0.45 -0.91
*
```

Output
- HOMO energy: -0.310 hartree
- Lowest unoccupied orbital energy: 0.6 eV
- Electronic energy: -55100.9915 eV
- Frontier orbital gap: 9.01 eV

Atom charges from the natural (NBO) analysis, given in e for atoms 1 to 5: number 1, C, carries -0.247; number 2, O, carries -0.531; number 3, C, carries -0.074; number 4, C, carries -0.087; number 5, C, carries -0.403



8.
This record from the Open Molecules 2025 dataset describes the molecule C20H24ClN3O4S. The level of theory is ωB97M-V/def2-TZVPD.

ORCA input file:
```
! RIJCOSX wB97M-V def2-TZVPD def2/J DEFGRID3
* xyz 0 1
O 1.61 -2.83 5.08
C 1.05 -1.83 4.71
N -0.28 -1.73 4.50
H -0.66 -0.85 4.17
C -1.13 -2.90 4.33
C -1.26 -3.19 2.85
C -0.44 -4.12 2.23
N -0.46 -4.36 0.93
C -1.31 -3.69 0.18
C -2.17 -2.73 0.69
C -2.14 -2.48 2.05
H -2.80 -1.74 2.49
H -2.84 -2.19 0.03
H -1.29 -3.90 -0.88
H 0.28 -4.70 2.81
H -2.10 -2.70 4.78
H -0.63 -3.72 4.84
C 1.80 -0.50 4.50
H 1.85 0.02 5.46
O 1.14 0.41 3.64
C 0.76 0.10 2.38
C -0.21 0.97 1.87
C -0.73 0.83 0.60
C -0.27 -0.21 -0.19
C 0.69 -1.08 0.27
C 1.21 -0.94 1.55
Cl 2.40 -2.11 2.02
H 1.02 -1.88 -0.37
S -0.91 -0.40 -1.85
O -0.92 -1.79 -2.22
O -2.13 0.34 -1.95
N 0.33 0.31 -2.72
H 0.53 -0.20 -3.56
C 0.29 1.75 -2.88
C -0.62 2.18 -4.03
C -0.64 3.71 -4.15
C 0.78 4.24 -4.34
C 1.68 3.81 -3.19
C 1.70 2.29 -3.07
H 2.32 1.98 -2.23
H 2.13 1.86 -3.98
H 1.30 4.24 -2.26
H 2.69 4.19 -3.34
H 0.76 5.33 -4.41
H 1.19 3.86 -5.28
H -1.07 4.13 -3.25
H -1.26 4.00 -4.99
H -1.62 1.80 -3.85
H -0.24 1.75 -4.96
H -0.12 2.13 -1.94
H -1.49 1.48 0.22
H -0.54 1.77 2.51
H 2.82 -0.72 4.18
*
```

Output
- HOMO energy: -0.335 hartree
- Lowest unoccupied orbital energy: 0.5 eV
- Electronic energy: -57147.8724 eV
- Frontier orbital gap: 9.61 eV

Atom charges from the natural (NBO) analysis, given in e for atoms 1 to 5: number 1, O, carries -0.613; number 2, C, carries 0.653; number 3, N, carries -0.612; number 4, H, carries 0.400; number 5, C, carries -0.248